Below is a cluster of 10 separate species, C42H83Cl18I2N3O7P in total, with properties calculated with wB97M-V/def2-TZVPD.

## Properties
**Gap between HOMO and LUMO**: 0.231 hartree
**E**: -314593.8755 eV
**LUMO energy**: -4.66 eV
**Total charge**: +1
**Strongest force on any atom**: 2.2 eV Å⁻¹

Cartesian coordinates (Å):
1 C 0.962 1.161 3.828
2 O 0.462 2.020 2.831
3 C 0.419 1.423 1.551
4 C -0.216 2.382 0.559
5 C -0.809 1.635 -0.651
6 C -0.272 2.122 -2.024
7 C 0.379 0.954 -2.765
8 C -0.678 -0.028 -3.320
9 C -0.281 -1.502 -3.182
10 C -1.002 -2.201 -1.993
11 C -0.105 -3.181 -1.207
12 C 0.911 -2.290 -0.498
13 C 2.209 -2.822 0.142
14 C 3.436 -2.064 -0.382
15 C 3.618 -2.174 -1.905
16 C 4.769 -3.086 -2.331
17 C 6.148 -2.625 -1.881
18 O 6.433 -1.313 -2.353
19 C 6.106 -0.241 -1.583
20 C 6.525 -0.229 -0.141
21 O 5.530 0.690 -2.093
22 N 0.525 -4.019 -2.322
23 C 0.780 -5.318 -1.983
24 N 2.004 -5.845 -1.976
25 N -0.264 -6.148 -1.644
26 C -1.415 -5.367 -1.108
27 P -2.560 -6.563 -0.339
28 O -2.071 -7.244 0.865
29 O -3.936 -5.809 -0.143
30 O -2.859 -7.630 -1.495
31 C -1.023 -4.104 -0.268
32 O -2.237 -3.397 -0.053
33 C -0.481 -4.344 1.181
34 I 0.988 -5.951 1.361
35 C -1.586 -4.520 2.255
36 C -1.261 -5.403 3.448
37 I -2.013 -2.555 3.063
38 H 0.148 0.689 4.387
39 H 1.598 0.374 3.410
40 H 1.568 1.733 4.531
41 H 1.445 1.166 1.246
42 H -0.164 0.491 1.598
43 H 0.521 3.122 0.245
44 H -0.988 2.911 1.115
45 H -1.890 1.771 -0.642
46 H -0.573 0.574 -0.541
47 H 0.493 2.881 -1.859
48 H -1.081 2.518 -2.634
49 H 1.038 0.410 -2.084
50 H 0.948 1.328 -3.615
51 H -0.802 0.182 -4.384
52 H -1.662 0.149 -2.879
53 H -0.586 -2.014 -4.100
54 H 0.801 -1.614 -3.134
55 H -1.345 -1.425 -1.314
56 H -1.848 -2.725 -2.442
57 H 1.193 -1.475 -1.157
58 H 0.334 -1.818 0.305
59 H 2.169 -2.641 1.217
60 H 2.404 -3.877 -0.019
61 H 3.445 -1.038 -0.010
62 H 4.303 -2.548 0.077
63 H 2.699 -2.518 -2.384
64 H 3.794 -1.182 -2.323
65 H 4.585 -4.124 -2.033
66 H 4.773 -3.094 -3.421
67 H 6.265 -2.727 -0.803
68 H 6.894 -3.286 -2.322
69 H 7.607 -0.146 -0.089
70 H 6.225 -1.134 0.382
71 H 6.023 0.605 0.338
72 H -0.187 -4.064 -3.055
73 H 2.319 -6.274 -1.114
74 H 2.613 -5.767 -2.776
75 H -0.533 -6.628 -2.506
76 H -1.958 -4.977 -1.981
77 H -4.663 -6.430 0.010
78 H -2.115 -8.246 -1.541
79 H -2.961 -3.747 -0.582
80 H 0.095 -3.490 1.515
81 H -2.522 -4.856 1.831
82 H -1.299 -6.458 3.183
83 H -2.043 -5.252 4.194
84 H -0.328 -5.136 3.941
85 Cl -3.578 3.506 1.249
86 C -2.840 5.096 0.901
87 C -3.288 5.640 -0.426
88 Cl -2.664 4.641 -1.771
89 H -1.765 4.971 0.935
90 H -3.129 5.769 1.707
91 H -2.903 6.647 -0.558
92 H -4.372 5.664 -0.508
93 Cl -3.840 6.818 4.663
94 C -4.582 5.189 4.664
95 C -3.875 4.212 5.568
96 Cl -2.246 3.829 4.953
97 H -4.563 4.826 3.639
98 H -5.617 5.316 4.973
99 H -4.441 3.282 5.593
100 H -3.771 4.590 6.578
101 Cl -7.210 -9.573 -5.378
102 C -5.607 -9.526 -4.612
103 C -5.484 -8.398 -3.620
104 Cl -5.499 -6.801 -4.413
105 H -4.862 -9.442 -5.399
106 H -5.468 -10.476 -4.098
107 H -4.541 -8.475 -3.085
108 H -6.296 -8.420 -2.897
109 Cl 8.202 1.329 2.245
110 C 8.266 3.060 1.818
111 C 7.480 3.905 2.785
112 Cl 5.727 3.603 2.659
113 H 7.888 3.167 0.804
114 H 9.314 3.354 1.834
115 H 7.640 4.958 2.562
116 H 7.779 3.715 3.812
117 Cl 5.505 -1.881 -5.930
118 C 5.407 -0.126 -6.244
119 C 4.502 0.539 -5.239
120 Cl 2.803 0.025 -5.454
121 H 5.057 0.010 -7.263
122 H 6.413 0.280 -6.162
123 H 4.527 1.621 -5.363
124 H 4.795 0.300 -4.220
125 Cl 2.594 3.128 -3.596
126 C 2.855 4.816 -4.104
127 C 2.365 5.054 -5.508
128 Cl 3.356 4.184 -6.712
129 H 3.916 5.031 -4.013
130 H 2.308 5.450 -3.409
131 H 2.431 6.114 -5.745
132 H 1.335 4.729 -5.629
133 Cl -4.880 6.809 7.972
134 C -4.790 6.148 9.627
135 C -5.896 6.667 10.510
136 Cl -5.716 8.405 10.855
137 H -3.812 6.397 10.029
138 H -4.869 5.065 9.544
139 H -5.871 6.147 11.466
140 H -6.870 6.517 10.053
141 Cl -7.542 -0.929 1.256
142 C -6.347 -1.591 0.115
143 C -4.939 -1.192 0.474
144 Cl -4.634 0.546 0.259
145 H -6.614 -1.251 -0.882
146 H -6.438 -2.676 0.152
147 H -4.234 -1.716 -0.170
148 H -4.704 -1.433 1.507
149 Cl -0.091 6.567 1.705
150 C 0.002 8.318 2.045
151 C -1.324 8.897 2.462
152 Cl -2.507 8.934 1.128
153 H 0.397 8.809 1.159
154 H 0.714 8.440 2.859
155 H -1.182 9.927 2.782
156 H -1.764 8.332 3.280


Below is a cluster of 14 separate species, C42H84O42 in total, with properties calculated with wB97M-V/def2-TZVPD.

## Properties
**Gap between HOMO and LUMO**: 0.398 hartree
**E**: -130906.0702 eV
**LUMO energy**: 0.59 eV
**Relative energy (zero: lowest compared OMol25 entry of this formula, charge and spin)**: 571.8 kJ/mol
**Total charge**: 0
**Strongest force on any atom**: 5.5 eV Å⁻¹

Cartesian coordinates (Å):
1 C -0.210 -5.550 0.863
2 O -1.329 -4.744 0.416
3 C -1.832 -4.968 -0.766
4 O -1.416 -5.895 -1.490
5 O -2.695 -4.010 -1.044
6 C -3.519 -4.030 -2.212
7 H 0.387 -5.081 1.645
8 H 0.497 -5.771 0.063
9 H -0.614 -6.513 1.176
10 H -3.174 -3.206 -2.836
11 H -4.548 -3.693 -2.083
12 H -3.474 -4.893 -2.876
13 C 3.990 -0.397 4.947
14 O 2.549 -0.496 4.870
15 C 1.794 -0.500 5.999
16 O 2.244 -0.405 7.100
17 O 0.459 -0.504 5.662
18 C -0.465 -0.646 6.738
19 H 4.359 -1.070 4.173
20 H 4.497 -0.759 5.842
21 H 4.429 0.592 4.812
22 H -0.232 -1.399 7.492
23 H -1.341 -1.083 6.258
24 H -0.775 0.330 7.110
25 C -6.263 -1.303 0.338
26 O -6.581 -0.871 -1.016
27 C -6.384 0.360 -1.461
28 O -5.740 1.224 -0.845
29 O -7.032 0.533 -2.574
30 C -7.120 1.722 -3.299
31 H -5.441 -0.706 0.733
32 H -5.741 -2.257 0.262
33 H -7.088 -1.317 1.050
34 H -7.888 2.411 -2.949
35 H -7.569 1.463 -4.257
36 H -6.162 2.239 -3.350
37 C 1.266 3.012 -3.076
38 O 2.223 2.784 -4.115
39 C 2.288 3.606 -5.192
40 O 1.564 4.580 -5.410
41 O 3.120 3.106 -6.057
42 C 3.059 3.447 -7.480
43 H 0.759 3.975 -3.017
44 H 1.880 2.780 -2.206
45 H 0.448 2.293 -3.024
46 H 3.885 2.906 -7.943
47 H 3.168 4.525 -7.602
48 H 2.172 2.990 -7.919
49 C 6.679 1.359 2.374
50 O 6.565 0.505 1.212
51 C 6.467 -0.841 1.328
52 O 6.402 -1.475 2.309
53 O 6.301 -1.280 0.097
54 C 5.939 -2.591 -0.095
55 H 5.848 1.287 3.075
56 H 6.818 2.370 1.989
57 H 7.568 1.011 2.901
58 H 6.326 -3.314 0.623
59 H 6.142 -2.992 -1.088
60 H 4.851 -2.618 -0.045
61 C 4.285 -4.527 3.934
62 O 3.074 -3.839 3.742
63 C 1.940 -4.258 4.222
64 O 1.742 -5.321 4.796
65 O 1.013 -3.355 3.798
66 C -0.384 -3.445 4.116
67 H 5.067 -3.904 3.499
68 H 4.306 -5.561 3.589
69 H 4.672 -4.674 4.943
70 H -0.654 -2.450 4.470
71 H -0.502 -4.040 5.022
72 H -0.987 -3.744 3.259
73 C 0.985 -2.985 -2.379
74 O 1.828 -2.923 -3.572
75 C 3.157 -3.299 -3.385
76 O 3.649 -3.718 -2.370
77 O 3.774 -3.218 -4.590
78 C 5.149 -3.551 -4.751
79 H 0.457 -2.039 -2.260
80 H 1.532 -3.309 -1.493
81 H 0.197 -3.668 -2.694
82 H 5.472 -3.343 -5.771
83 H 5.415 -4.552 -4.410
84 H 5.699 -2.832 -4.144
85 C -3.653 0.541 -3.743
86 O -2.522 0.605 -4.522
87 C -1.529 -0.249 -4.356
88 O -1.413 -1.131 -3.471
89 O -0.593 0.157 -5.240
90 C 0.713 -0.308 -5.160
91 H -4.384 1.297 -4.033
92 H -3.423 0.705 -2.690
93 H -4.078 -0.462 -3.736
94 H 0.995 -0.315 -4.107
95 H 1.237 0.500 -5.672
96 H 1.037 -1.238 -5.627
97 C -5.395 6.699 4.049
98 O -5.666 5.288 4.208
99 C -5.255 4.550 3.253
100 O -4.311 4.737 2.431
101 O -5.905 3.413 3.408
102 C -5.938 2.317 2.432
103 H -4.321 6.740 3.867
104 H -5.653 7.252 4.952
105 H -5.980 7.060 3.204
106 H -5.907 1.363 2.959
107 H -5.164 2.373 1.667
108 H -6.880 2.350 1.886
109 C -3.311 3.672 -0.583
110 O -2.322 3.988 -1.524
111 C -2.562 4.295 -2.798
112 O -3.630 3.946 -3.326
113 O -1.553 4.909 -3.419
114 C -1.595 5.153 -4.825
115 H -3.590 2.650 -0.842
116 H -4.210 4.279 -0.480
117 H -2.854 3.773 0.401
118 H -1.176 4.353 -5.435
119 H -1.056 6.081 -5.014
120 H -2.639 5.309 -5.098
121 C 5.401 -0.464 -6.007
122 O 4.296 -0.160 -5.186
123 C 4.552 0.198 -3.883
124 O 5.688 0.345 -3.374
125 O 3.334 0.227 -3.233
126 C 3.252 0.190 -1.870
127 H 5.116 -0.608 -7.050
128 H 5.929 -1.387 -5.769
129 H 6.188 0.288 -6.054
130 H 3.972 0.893 -1.452
131 H 3.484 -0.824 -1.544
132 H 2.300 0.663 -1.628
133 C -3.672 -2.901 1.965
134 O -3.139 -2.092 3.012
135 C -3.640 -0.942 3.303
136 O -4.674 -0.458 2.841
137 O -2.958 -0.481 4.300
138 C -3.238 0.813 4.777
139 H -3.879 -2.355 1.044
140 H -4.480 -3.576 2.246
141 H -2.894 -3.639 1.768
142 H -4.263 1.139 4.602
143 H -2.570 1.586 4.398
144 H -3.217 0.693 5.860
145 C 3.280 3.575 4.896
146 O 2.585 3.310 3.697
147 C 1.282 3.052 3.657
148 O 0.497 3.167 4.586
149 O 0.983 2.618 2.374
150 C -0.323 2.573 1.869
151 H 4.311 3.718 4.572
152 H 3.262 2.800 5.663
153 H 3.012 4.510 5.389
154 H -0.365 2.655 0.783
155 H -0.868 3.425 2.275
156 H -0.835 1.632 2.070
157 C 2.413 -1.170 1.753
158 O 1.522 -0.769 0.712
159 C 0.298 -1.147 0.679
160 O -0.204 -2.059 1.401
161 O -0.390 -0.376 -0.143
162 C -1.756 -0.730 -0.382
163 H 1.962 -1.202 2.745
164 H 3.311 -0.561 1.651
165 H 2.908 -2.075 1.403
166 H -2.263 0.039 -0.964
167 H -2.390 -0.813 0.501
168 H -1.837 -1.644 -0.971


Below is a cluster of 11 separate species, C42H85FO18S4 in total, with properties calculated with wB97M-V/def2-TZVPD.

## Properties
**Gap between HOMO and LUMO**: 0.345 hartree
**SMILES**: CCOS(C)(=O)=O.CCOS(C)(=O)=O.CCOS(C)(=O)=O.CCOS(C)(=O)=O.Fc1ccccc1.C1CCOC1.C1CCOC1.C1CCOC1.C1CCOC1.C1CCOC1.C1CCOC1
**E**: -127841.5762 eV
**LUMO energy**: 0.20 eV
**Total charge**: 0
**Strongest force on any atom**: 2.4 eV Å⁻¹

Cartesian coordinates (Å):
1 C -4.447 -0.537 -3.450
2 C -5.476 -1.649 -3.337
3 C -6.715 -1.010 -4.043
4 O -6.375 0.360 -4.277
5 C -5.346 0.675 -3.353
6 H -3.927 -0.530 -4.410
7 H -3.672 -0.597 -2.678
8 H -5.753 -1.740 -2.285
9 H -5.249 -2.617 -3.769
10 H -7.648 -1.101 -3.481
11 H -6.877 -1.485 -5.015
12 H -5.725 0.941 -2.350
13 H -4.825 1.603 -3.623
14 C -3.532 -4.503 -2.453
15 C -2.828 -4.155 -3.748
16 C -1.334 -4.316 -3.443
17 O -1.269 -5.108 -2.266
18 C -2.398 -4.827 -1.440
19 H -4.033 -5.472 -2.550
20 H -4.254 -3.801 -2.041
21 H -3.069 -3.157 -4.140
22 H -3.158 -4.746 -4.610
23 H -0.881 -3.337 -3.242
24 H -0.758 -4.845 -4.198
25 H -2.157 -3.992 -0.766
26 H -2.629 -5.685 -0.816
27 C 5.235 -0.267 0.455
28 C 5.118 -0.208 1.981
29 C 4.094 -1.318 2.283
30 O 4.179 -2.203 1.140
31 C 5.160 -1.784 0.237
32 H 6.182 0.171 0.152
33 H 4.368 0.220 0.009
34 H 4.715 0.719 2.391
35 H 6.054 -0.521 2.444
36 H 3.047 -0.996 2.314
37 H 4.308 -1.929 3.165
38 H 4.912 -1.996 -0.806
39 H 6.105 -2.305 0.431
40 C -4.016 -1.162 2.442
41 C -5.494 -0.999 2.083
42 C -5.433 -0.898 0.578
43 O -4.432 -1.875 0.230
44 C -3.480 -2.018 1.270
45 H -3.922 -1.670 3.401
46 H -3.613 -0.146 2.492
47 H -6.023 -0.153 2.519
48 H -6.009 -1.936 2.323
49 H -5.094 0.082 0.203
50 H -6.287 -1.139 -0.056
51 H -2.501 -1.633 0.987
52 H -3.374 -3.037 1.650
53 C 2.153 1.819 -2.346
54 C 2.625 2.318 -3.719
55 C 1.655 3.464 -3.939
56 O 1.580 4.089 -2.670
57 C 1.580 3.067 -1.639
58 H 2.980 1.317 -1.841
59 H 1.429 1.035 -2.578
60 H 2.497 1.568 -4.501
61 H 3.656 2.671 -3.690
62 H 0.638 3.112 -4.159
63 H 2.014 4.143 -4.711
64 H 0.528 2.943 -1.365
65 H 2.149 3.399 -0.778
66 C 5.251 -1.913 -4.230
67 C 4.186 -0.926 -3.805
68 C 2.913 -1.546 -4.346
69 O 3.340 -2.023 -5.644
70 C 4.743 -2.333 -5.629
71 H 5.224 -2.801 -3.591
72 H 6.234 -1.450 -4.189
73 H 4.350 0.073 -4.225
74 H 4.203 -0.738 -2.724
75 H 2.032 -0.928 -4.464
76 H 2.755 -2.463 -3.752
77 H 5.208 -1.731 -6.410
78 H 4.824 -3.395 -5.846
79 O 1.169 4.711 3.496
80 S 2.253 4.268 2.684
81 O 2.060 3.320 1.621
82 O 2.930 5.603 2.054
83 C 3.522 5.473 0.729
84 C 4.254 6.765 0.482
85 C 3.660 3.729 3.661
86 H 2.714 5.289 0.018
87 H 4.158 4.583 0.688
88 H 3.648 7.630 0.728
89 H 4.576 6.766 -0.560
90 H 5.148 6.828 1.106
91 H 3.884 4.549 4.334
92 H 4.453 3.522 2.955
93 H 3.283 2.872 4.220
94 O 0.247 1.351 7.473
95 S 0.287 1.651 6.083
96 O 1.532 1.779 5.382
97 O -0.580 0.463 5.416
98 C -0.506 0.216 4.015
99 C 0.647 -0.699 3.630
100 C -0.818 3.005 5.716
101 H -0.315 1.151 3.466
102 H -1.439 -0.164 3.601
103 H 0.473 -1.696 4.047
104 H 1.589 -0.331 4.042
105 H 0.738 -0.827 2.553
106 H -0.452 3.897 6.221
107 H -1.788 2.703 6.095
108 H -0.850 3.193 4.648
109 O -4.673 2.622 2.010
110 S -3.375 3.232 2.060
111 O -2.355 2.610 2.843
112 O -2.805 3.479 0.594
113 C -3.768 3.835 -0.432
114 C -3.042 3.687 -1.743
115 C -3.536 4.925 2.626
116 H -4.019 4.877 -0.231
117 H -4.678 3.242 -0.423
118 H -2.190 4.362 -1.849
119 H -3.664 3.832 -2.626
120 H -2.605 2.688 -1.831
121 H -2.551 5.377 2.698
122 H -3.903 4.870 3.653
123 H -4.255 5.449 2.007
124 O -0.721 -5.479 1.286
125 S 0.265 -4.493 1.583
126 O -0.179 -3.186 1.971
127 O 1.259 -5.098 2.686
128 C 2.120 -4.194 3.359
129 C 1.790 -4.165 4.837
130 C 1.442 -4.397 0.244
131 H 2.116 -3.171 2.969
132 H 3.149 -4.526 3.199
133 H 2.096 -5.097 5.313
134 H 0.708 -4.114 4.960
135 H 2.254 -3.312 5.327
136 H 1.006 -4.024 -0.678
137 H 1.839 -5.400 0.112
138 H 2.253 -3.739 0.564
139 F 0.816 -2.480 -1.862
140 C 0.359 -1.441 -1.139
141 C 1.265 -0.721 -0.384
142 C 0.835 0.380 0.323
143 C -0.490 0.776 0.246
144 C -1.373 0.038 -0.517
145 C -0.964 -1.069 -1.251
146 H 2.295 -1.064 -0.369
147 H 1.534 0.942 0.932
148 H -0.888 1.487 0.960
149 H -2.420 0.323 -0.465
150 H -1.638 -1.604 -1.907